(1)
{
  "formula": "C32H52BN9PdS3",
  "method": "the ωB97M-V functional and the def2-TZVPD basis",
  "elements": ["Pd", "C", "C", "C", "C", "N", "N", "B", "N", "N", "C", "C", "C", "C", "C", "S", "C", "C", "C", "C", "N", "N", "C", "C", "C", "C", "C", "S", "C", "C", "C", "C", "C", "S", "C", "C", "C", "C", "H", "H", "H", "H", "H", "H", "H", "H", "H", "H", "H", "H", "H", "H", "H", "H", "H", "H", "H", "H", "H", "H", "H", "H", "H", "H", "H", "H", "H", "H", "H", "H", "H", "H", "H", "H", "H", "H", "H", "C", "N", "C", "C", "N", "N", "C", "C", "H", "H", "H", "H", "H", "H", "H", "H", "H", "H", "H", "H", "H"],
  "positions_angstrom": [[-0.03805, -0.23420, -0.43713], [-2.62154, 4.01004, 1.22756], [-2.11774, 2.87725, 2.06038], [-2.47125, 2.68607, 3.36604], [-1.94906, 1.59027, 4.09281], [-1.16185, 0.72550, 3.50272], [-0.83288, 0.89062, 2.22776], [0.10052, -0.23457, 1.67136], [1.56225, 0.00900, 2.16004], [1.81387, -0.13634, 3.47085], [2.97895, 0.22029, 3.94450], [3.94635, 0.83585, 3.10837], [3.72642, 0.94792, 1.77086], [4.72236, 1.54163, 0.82887], [2.48103, 0.46631, 1.28722], [2.19035, 0.46555, -0.39453], [3.33964, -0.05602, 5.39199], [4.53935, -1.02354, 5.37415], [3.74014, 1.24266, 6.10472], [2.19126, -0.71570, 6.14811], [-0.48416, -1.64235, 1.98123], [0.09312, -2.41434, 2.89090], [-0.42450, -3.58688, 3.17263], [-1.59268, -4.04128, 2.52133], [-2.19942, -3.26308, 1.57405], [-3.39985, -3.70078, 0.80314], [-1.59351, -2.01510, 1.29638], [-2.20974, -0.97412, 0.07955], [0.26358, -4.39385, 4.26056], [1.78168, -4.37886, 4.01572], [-0.21031, -5.84762, 4.28543], [-0.10237, -3.72539, 5.60228], [-1.24551, 1.91815, 1.48422], [-0.74377, 2.08838, -0.14142], [-2.24272, 1.34765, 5.56196], [-3.28034, 2.32852, 6.10985], [-2.74857, -0.09192, 5.73862], [-0.92432, 1.52966, 6.32875], [-3.34090, 4.61446, 1.77361], [-3.09669, 3.62721, 0.32090], [-1.79328, 4.65005, 0.91244], [-3.16015, 3.37268, 3.83656], [4.86588, 1.21614, 3.53206], [5.59769, 1.89215, 1.36989], [4.28217, 2.37581, 0.27966], [5.03995, 0.80170, 0.09133], [5.42328, -0.57227, 4.92066], [4.29759, -1.93569, 4.82472], [4.79134, -1.29958, 6.39814], [4.59251, 1.73638, 5.63608], [4.02387, 1.00486, 7.12949], [2.90600, 1.94619, 6.13931], [1.98138, -1.69696, 5.73368], [1.28639, -0.11656, 6.08995], [2.46486, -0.82989, 7.19690], [-2.00281, -5.01433, 2.75333], [-3.71144, -4.69805, 1.10462], [-3.17673, -3.70958, -0.26517], [-4.23156, -3.00950, 0.94820], [2.01982, -4.95512, 3.11908], [2.30228, -4.83076, 4.86013], [2.14408, -3.36349, 3.87207], [-0.04703, -6.34148, 3.32519], [-1.26393, -5.93456, 4.55630], [0.36197, -6.38713, 5.03921], [0.03268, -2.64599, 5.55242], [0.52544, -4.12268, 6.40064], [-1.14434, -3.93076, 5.85572], [-4.23749, 2.23448, 5.59286], [-2.93079, 3.36054, 6.04432], [-3.45040, 2.10909, 7.16283], [-3.68096, -0.24632, 5.19142], [-2.94082, -0.28127, 6.79468], [-2.00766, -0.80894, 5.38427], [-0.55843, 2.55537, 6.24388], [-0.16709, 0.85449, 5.93680], [-1.08173, 1.31159, 7.38531], [-2.16007, -0.60150, -3.36652], [-1.06645, -0.08112, -4.15867], [-1.43954, 0.74067, -5.30148], [0.20825, -0.23519, -3.76325], [0.53228, -0.74724, -2.58744], [1.17523, 0.14779, -4.66424], [2.46020, 0.62447, -4.18386], [1.19462, -0.39483, -6.01506], [-3.01663, -0.78119, -4.01332], [-2.45668, 0.11509, -2.59425], [-1.86688, -1.53611, -2.89823], [-2.34108, 1.30085, -5.05599], [-1.65071, 0.13054, -6.18158], [-0.64777, 1.44717, -5.53633], [1.51917, -0.95332, -2.55557], [3.23125, -0.15401, -4.22086], [2.37392, 0.99962, -3.16785], [2.78661, 1.44711, -4.82236], [0.24813, -0.87153, -6.25331], [1.98661, -1.14513, -6.10452], [1.39456, 0.39163, -6.74510]],
  "mol_weight_g_mol": 776.26,
  "relative_energy_kcal_mol": 16.4,
  "total_energy_ev": -84090.394,
  "total_charge": 2,
  "e_homo_ev": -13.46
}

***

(2)
{
  "formula": "C32H52F4O17",
  "method": "the ωB97M-V functional and the def2-TZVPD basis",
  "elements": ["O", "C", "O", "C", "C", "F", "O", "H", "H", "H", "O", "C", "O", "C", "C", "F", "O", "H", "H", "H", "O", "C", "O", "C", "C", "F", "O", "H", "H", "H", "O", "C", "O", "C", "C", "F", "O", "H", "H", "H", "C", "C", "C", "O", "C", "H", "H", "H", "H", "H", "H", "H", "H", "C", "C", "C", "O", "C", "H", "H", "H", "H", "H", "H", "H", "H", "C", "C", "C", "O", "C", "H", "H", "H", "H", "H", "H", "H", "H", "C", "C", "C", "O", "C", "H", "H", "H", "H", "H", "H", "H", "H", "C", "C", "C", "O", "C", "H", "H", "H", "H", "H", "H", "H", "H"],
  "positions_angstrom": [[7.45256, 4.10088, -5.20736], [7.73405, 3.67785, -4.13471], [7.54731, 4.37965, -2.98737], [7.57005, 3.51581, -1.85155], [8.27222, 2.29832, -2.44961], [7.73085, 1.11559, -2.10630], [8.18887, 2.46503, -3.84935], [8.03870, 3.92467, -0.95640], [6.53738, 3.35647, -1.54123], [9.32522, 2.35655, -2.17412], [2.77281, -4.83815, 4.73785], [3.59340, -3.97067, 4.43947], [4.90661, -4.07651, 4.67309], [5.52965, -3.10193, 3.82160], [4.62381, -1.97967, 3.96537], [4.68076, -1.14270, 2.94682], [3.38095, -2.72807, 3.89745], [6.56567, -2.95628, 4.12744], [5.76581, -3.40048, 2.80023], [4.81279, -1.47648, 4.91362], [4.02577, 4.36818, -12.89956], [3.65853, 4.06307, -11.74783], [2.78025, 4.79192, -10.95276], [2.71430, 4.18556, -9.62342], [3.33584, 2.83418, -9.85438], [2.39671, 1.93504, -10.15331], [4.16295, 3.09186, -10.96478], [3.35023, 4.78127, -8.96856], [1.69543, 4.07410, -9.25249], [3.93718, 2.47251, -9.02031], [1.06868, 0.72053, -3.00111], [0.64264, 0.88963, -1.86658], [0.82176, 1.94438, -1.18299], [0.20441, 1.84994, 0.08368], [-0.52084, 0.52261, 0.07149], [-1.83701, 0.84830, -0.04160], [-0.02368, 0.03596, -1.16615], [0.90365, 1.88251, 0.91920], [-0.44075, 2.72354, 0.17693], [-0.39942, -0.18044, 0.89555], [-5.24500, -2.04261, -4.22863], [-6.57290, -2.21365, -3.64946], [-7.49865, -1.42311, -4.62505], [-6.61402, -0.54996, -5.18782], [-5.31010, -0.60626, -4.65126], [-5.14610, -2.60452, -5.15738], [-4.39036, -2.17564, -3.56531], [-6.48924, -1.76104, -2.66141], [-6.84803, -3.25830, -3.50419], [-8.28481, -0.91315, -4.06827], [-7.87634, -2.07555, -5.41229], [-5.23568, 0.14806, -3.86796], [-4.61884, -0.32454, -5.44555], [-1.20557, 1.74021, 7.86356], [-1.54585, 0.32204, 7.86276], [-2.39831, 0.13695, 6.58298], [-2.08129, 1.27004, 5.79310], [-1.14253, 2.12396, 6.42202], [-0.29374, 1.94589, 8.42425], [-2.00274, 2.35203, 8.28581], [-2.16922, 0.00042, 8.69706], [-0.68769, -0.35002, 7.86043], [-3.46126, 0.13434, 6.82430], [-2.08464, -0.71726, 5.98295], [-1.36119, 3.17434, 6.22969], [-0.12320, 1.84562, 6.15445], [-4.52339, -6.96571, 4.47194], [-4.35874, -6.05249, 3.29794], [-5.62955, -5.25949, 3.20253], [-6.36618, -5.56214, 4.39110], [-6.01426, -6.85838, 4.81442], [-4.01574, -6.57277, 5.35284], [-4.15782, -7.98329, 4.33414], [-4.10877, -6.58917, 2.38274], [-3.52611, -5.38813, 3.52914], [-6.19985, -5.59144, 2.33497], [-5.51614, -4.18555, 3.05456], [-6.71655, -7.55325, 4.35392], [-6.27424, -7.00329, 5.86300], [1.60851, -6.25625, -1.76601], [1.36110, -6.92515, -3.13248], [2.72728, -7.51000, -3.40849], [3.57778, -6.50875, -2.90423], [2.98433, -5.80376, -1.83786], [1.51772, -6.99129, -0.96628], [0.92902, -5.43949, -1.52249], [1.11130, -6.20234, -3.90917], [0.64976, -7.75095, -3.12038], [2.87942, -7.76197, -4.45799], [2.99147, -8.42631, -2.88058], [3.26013, -4.76069, -1.99292], [3.54596, -6.13642, -0.96493], [-0.77890, 10.29024, 2.98057], [-1.44479, 9.65973, 4.13567], [-2.57110, 9.07584, 3.40687], [-2.01689, 8.52002, 2.20283], [-0.81261, 9.23421, 1.81747], [0.18480, 10.65106, 3.34000], [-1.36584, 11.14793, 2.65198], [-1.56419, 10.49036, 4.83130], [-0.84360, 8.95983, 4.71601], [-3.38076, 9.78144, 3.22067], [-3.07016, 8.36040, 4.06046], [-0.95172, 9.75049, 0.86762], [0.06098, 8.58375, 1.77451]],
  "mol_weight_g_mol": 784.74,
  "relative_energy_kcal_mol": 56.2,
  "total_energy_ev": -79698.966,
  "smiles": "O=C1OC[C@@H](F)O1.O=C1OC[C@@H](F)O1.O=C1OC[C@@H](F)O1.O=C1OC[C@@H](F)O1.C1CCOC1.C1CCOC1.C1CCOC1.C1CCOC1.C1CCOC1",
  "e_homo_ev": -9.30
}